1.
A 8-piece molecular cluster, C40H80N4O16P4 overall in a non-equilibrium geometry, computed with the ωB97M-V functional and the def2-TZVPD basis.

Last column: Löwdin charge in e.
Geometry (Å):
1 C 1.36 0.16 -1.08  -0.07
2 C 2.02 1.46 -0.56  -0.23
3 O 3.25 2.05 -1.15  -0.21
4 P 3.21 2.73 -2.66  0.56
5 O 4.60 2.93 -3.25  -0.27
6 O 2.30 4.09 -2.63  -0.18
7 C 2.80 5.16 -1.85  -0.31
8 C 2.41 4.91 -0.48  -0.11
9 O 2.19 1.77 -3.55  -0.24
10 C 2.76 0.91 -4.61  -0.26
11 C 2.78 1.69 -5.84  -0.09
12 H 2.07 -0.65 -0.90  0.08
13 H 0.48 -0.02 -0.47  0.08
14 H 0.89 0.09 -2.06  0.07
15 H 1.23 2.21 -0.53  0.10
16 H 2.29 1.25 0.47  0.12
17 H 3.89 5.19 -1.77  0.12
18 H 2.48 6.14 -2.21  0.13
19 H 1.54 4.25 -0.53  0.07
20 H 3.03 4.26 0.13  0.08
21 H 2.39 5.88 0.02  0.09
22 H 3.66 0.58 -4.08  0.11
23 H 2.20 -0.03 -4.68  0.12
24 H 3.56 2.45 -5.83  0.08
25 H 2.97 1.15 -6.77  0.08
26 H 1.79 2.05 -6.10  0.09
27 C 6.23 4.71 9.49  -0.08
28 C 5.20 5.84 9.51  -0.29
29 O 3.88 5.32 9.43  -0.18
30 P 2.98 5.52 8.02  0.52
31 O 2.65 6.94 7.85  -0.24
32 O 3.74 4.74 6.78  -0.21
33 C 4.69 5.41 5.98  -0.26
34 C 5.67 4.36 5.30  -0.04
35 O 1.68 4.56 8.26  -0.19
36 C 0.42 4.94 7.54  -0.25
37 C 0.23 4.07 6.29  -0.07
38 H 7.25 5.07 9.65  0.08
39 H 6.04 3.84 10.11  0.08
40 H 6.23 4.35 8.46  0.05
41 H 5.42 6.33 10.46  0.11
42 H 5.59 6.51 8.74  0.11
43 H 4.02 5.95 5.31  0.11
44 H 5.18 6.29 6.40  0.10
45 H 6.20 3.64 5.93  0.07
46 H 5.07 3.75 4.63  0.07
47 H 6.31 4.91 4.62  0.07
48 H -0.39 5.04 8.26  0.12
49 H 0.30 5.94 7.13  0.10
50 H 0.55 3.15 6.78  0.08
51 H -0.81 4.04 5.97  0.08
52 H 0.86 4.42 5.47  0.07
53 C -8.19 -9.49 1.54  -0.11
54 C -7.55 -8.20 1.77  -0.30
55 O -6.53 -7.94 0.82  -0.18
56 P -6.56 -8.21 -0.79  0.50
57 O -7.91 -7.90 -1.37  -0.26
58 O -5.35 -7.22 -1.22  -0.19
59 C -4.06 -7.30 -0.70  -0.27
60 C -3.26 -6.03 -1.22  -0.05
61 O -5.96 -9.67 -1.17  -0.20
62 C -6.59 -10.59 -2.14  -0.20
63 C -6.69 -12.06 -1.60  -0.07
64 H -8.93 -9.40 0.74  0.09
65 H -7.43 -10.28 1.63  0.09
66 H -8.80 -9.61 2.43  0.08
67 H -8.29 -7.40 1.88  0.12
68 H -7.26 -8.26 2.82  0.12
69 H -4.23 -7.33 0.37  0.11
70 H -3.44 -8.12 -1.08  0.11
71 H -2.20 -6.04 -0.95  0.07
72 H -3.33 -5.87 -2.29  0.07
73 H -3.73 -5.15 -0.78  0.07
74 H -7.60 -10.31 -2.40  0.11
75 H -5.92 -10.59 -3.01  0.11
76 H -7.51 -12.64 -2.01  0.07
77 H -5.73 -12.58 -1.64  0.07
78 H -7.00 -12.04 -0.56  0.06
79 C -8.39 2.40 2.41  -0.07
80 C -6.89 2.19 2.70  -0.25
81 O -6.71 0.95 3.43  -0.19
82 P -6.36 -0.37 2.56  0.40
83 O -5.22 -0.10 1.71  -0.22
84 O -6.37 -1.58 3.61  -0.17
85 C -5.35 -1.57 4.62  -0.25
86 C -5.93 -2.30 5.89  -0.06
87 O -7.69 -0.77 1.73  -0.18
88 C -7.56 -1.73 0.62  -0.28
89 C -8.83 -1.93 -0.02  -0.09
90 H -8.95 1.96 3.23  0.08
91 H -8.61 3.46 2.34  0.07
92 H -8.70 1.92 1.48  0.07
93 H -6.27 2.37 1.82  0.11
94 H -6.58 3.05 3.29  0.11
95 H -4.39 -2.04 4.38  0.11
96 H -5.04 -0.56 4.85  0.11
97 H -5.29 -2.64 6.70  0.07
98 H -6.51 -1.54 6.42  0.07
99 H -6.53 -3.17 5.65  0.07
100 H -6.85 -1.61 -0.20  0.12
101 H -7.19 -2.60 1.15  0.12
102 H -9.45 -2.68 0.48  0.08
103 H -9.48 -1.06 0.05  0.09
104 H -8.58 -2.37 -0.99  0.09
105 C -2.35 4.37 -7.50  -0.14
106 C -2.65 3.07 -7.15  -0.13
107 C -3.31 2.49 -8.19  -0.13
108 N -3.52 3.47 -9.15  0.01
109 C -2.96 4.63 -8.67  -0.17
110 H -1.84 5.19 -7.02  0.10
111 H -2.46 2.65 -6.17  0.10
112 H -3.79 1.54 -8.35  0.10
113 H -3.86 3.37 -10.10  0.14
114 H -3.00 5.58 -9.17  0.11
115 C 9.25 -4.43 -3.19  -0.10
116 C 8.36 -3.42 -2.75  -0.15
117 C 8.66 -2.20 -3.31  -0.13
118 N 9.78 -2.38 -4.15  0.03
119 C 10.03 -3.73 -4.04  -0.19
120 H 9.22 -5.41 -2.74  0.10
121 H 7.58 -3.50 -2.01  0.09
122 H 8.06 -1.30 -3.28  0.10
123 H 10.30 -1.66 -4.62  0.15
124 H 10.86 -4.14 -4.60  0.10
125 C 3.17 -4.68 -8.10  -0.12
126 C 3.05 -5.55 -6.97  -0.11
127 C 4.16 -5.29 -6.19  -0.12
128 N 4.89 -4.23 -6.78  0.00
129 C 4.36 -4.01 -8.00  -0.17
130 H 2.48 -4.73 -8.93  0.09
131 H 2.31 -6.33 -6.86  0.09
132 H 4.48 -5.71 -5.24  0.10
133 H 5.70 -3.71 -6.50  0.14
134 H 4.83 -3.25 -8.60  0.11
135 C 7.65 8.83 0.77  -0.15
136 C 7.39 10.16 0.36  -0.10
137 C 8.38 10.27 -0.54  -0.19
138 N 9.28 9.20 -0.70  0.03
139 C 8.62 8.18 0.03  -0.11
140 H 6.97 8.47 1.52  0.09
141 H 6.65 10.82 0.78  0.10
142 H 8.57 11.19 -1.08  0.10
143 H 10.15 9.26 -1.21  0.14
144 H 8.99 7.17 0.04  0.09

The relative energy (zero: lowest compared OMol25 entry of this formula, charge and spin) is 172.95 kcal/mol. The value obtained for the strongest force on any atom is 4.76 eV/A. The SMILES is CCOP(=O)(OCC)OCC.CCOP(=O)(OCC)OCC.CCOP(=O)(OCC)OCC.CCOP(=O)(OCC)OCC.c1cc[nH]c1.c1cc[nH]c1.c1cc[nH]c1.c1cc[nH]c1. As for the HOMO energy: -8.18 eV.



2.
The molecule C4H8O3, computed with the ωB97M-V functional and the def2-TZVPD basis.

Last column: Löwdin charge in e.
Geometry (Å):
1 C 1.18 0.45 1.42  0.08
2 C -0.01 0.31 0.84  -0.44
3 O -1.09 -0.16 1.49  -0.05
4 C -2.17 -0.70 0.75  -0.06
5 O -0.32 0.66 -0.45  -0.02
6 O 0.90 0.77 -1.19  -0.13
7 C 0.53 0.60 -2.54  -0.07
8 H 1.31 0.09 2.43  0.07
9 H 1.99 0.93 0.90  0.06
10 H -2.84 0.09 0.40  0.09
11 H -1.83 -1.29 -0.11  0.09
12 H -2.71 -1.35 1.44  0.09
13 H -0.05 1.45 -2.91  0.09
14 H -0.02 -0.34 -2.69  0.09
15 H 1.49 0.55 -3.07  0.10

The relative energy (zero: lowest compared OMol25 entry of this formula, charge and spin) is 116.79 kcal/mol. The value obtained for the strongest force on any atom is 0.29 eV/A. The SMILES is C=C(OC)OOC. As for the HOMO energy: -8.42 eV.



3.
A 3-piece molecular cluster, C27H45BF12INO15P2S2 overall in a non-equilibrium geometry, computed with the ωB97M-V functional and the def2-TZVPD basis.

Last column: Löwdin charge in e.
Geometry (Å):
1 C -6.79 -1.40 0.73  0.04
2 C -5.80 -2.21 0.29  -0.12
3 C -4.27 -1.80 0.25  -0.30
4 C -4.22 -0.48 -0.63  -0.12
5 C -5.21 -0.41 -1.85  -0.28
6 C -4.75 0.62 -2.97  -0.60
7 I -4.81 -0.24 -4.97  0.78
8 N -3.84 -1.39 1.63  0.19
9 C -3.50 -2.47 2.58  -0.14
10 C -2.08 -2.03 3.21  -0.62
11 O -1.90 -1.97 4.42  0.07
12 O -1.09 -1.76 2.42  -0.01
13 C -4.50 -2.42 3.77  -0.49
14 F -5.83 -2.61 3.39  0.08
15 F -4.28 -3.34 4.74  0.16
16 F -4.52 -1.20 4.41  0.14
17 C -3.24 -3.90 1.95  -0.49
18 S -4.73 -5.01 1.85  0.91
19 B -2.14 -4.79 2.79  -0.63
20 O -0.87 -4.99 2.23  0.17
21 O -2.37 -5.38 4.02  0.16
22 O -2.61 -3.69 0.68  -0.11
23 C -3.44 -3.02 -0.28  -0.25
24 S -2.35 -2.77 -1.74  0.83
25 O -1.88 -4.12 -2.06  -0.26
26 O -3.02 -2.29 -2.94  -0.31
27 C -0.75 -1.86 -1.35  -0.38
28 F -0.89 -0.85 -0.44  0.10
29 F 0.01 -2.81 -0.73  0.10
30 C 0.08 -1.41 -2.62  -0.31
31 F -0.17 -2.33 -3.62  0.13
32 F 1.41 -1.57 -2.34  0.16
33 C -0.26 -0.01 -3.22  -0.28
34 F 0.48 0.09 -4.39  0.13
35 F -1.55 0.15 -3.59  0.11
36 C 0.15 1.25 -2.35  -0.45
37 F 0.55 2.30 -3.12  0.16
38 F 1.03 1.01 -1.37  0.18
39 F -1.01 1.69 -1.74  0.11
40 H -6.67 -0.30 0.53  0.08
41 H -7.69 -1.72 1.28  0.09
42 H -6.10 -3.24 -0.01  0.11
43 H -3.21 -0.20 -1.01  0.10
44 H -4.52 0.36 0.06  0.14
45 H -6.25 -0.10 -1.57  0.10
46 H -5.34 -1.41 -2.36  0.08
47 H -3.78 1.10 -2.74  0.04
48 H -5.50 1.45 -3.00  0.04
49 H -4.59 -0.79 2.00  0.18
50 H -3.03 -0.74 1.50  0.19
51 H -4.40 -6.03 0.99  -0.05
52 H -0.66 -5.94 2.33  0.13
53 H -3.31 -5.55 4.20  0.09
54 H -4.18 -3.79 -0.64  0.14
55 C 2.84 4.80 -4.54  -0.08
56 C 1.55 5.46 -4.09  -0.29
57 O 1.77 6.35 -3.00  -0.23
58 P 2.57 7.76 -3.29  0.68
59 O 1.51 8.45 -4.11  -0.21
60 O 2.25 8.58 -1.88  -0.25
61 C 1.92 9.96 -1.93  -0.29
62 C 0.43 10.15 -1.68  -0.08
63 O 3.97 7.15 -2.59  -0.24
64 C 4.15 6.90 -1.19  -0.27
65 C 3.42 5.68 -0.68  -0.07
66 H 3.54 5.54 -4.94  0.07
67 H 2.64 4.06 -5.32  0.08
68 H 3.34 4.30 -3.71  0.07
69 H 1.08 5.99 -4.92  0.11
70 H 0.85 4.70 -3.74  0.10
71 H 2.21 10.41 -2.88  0.10
72 H 2.49 10.47 -1.15  0.12
73 H -0.17 9.52 -2.34  0.07
74 H 0.14 11.19 -1.82  0.08
75 H 0.19 9.85 -0.66  0.08
76 H 3.93 7.78 -0.59  0.11
77 H 5.23 6.73 -1.07  0.12
78 H 2.35 5.86 -0.59  0.07
79 H 3.79 5.42 0.32  0.08
80 H 3.57 4.82 -1.34  0.07
81 C 1.85 -1.39 1.28  -0.08
82 C 3.37 -1.32 1.37  -0.28
83 O 3.89 -2.38 2.17  -0.22
84 P 3.83 -3.91 1.58  0.69
85 O 4.85 -3.76 0.47  -0.22
86 O 4.85 -4.68 2.64  -0.25
87 C 5.79 -5.63 2.15  -0.30
88 C 7.19 -5.03 2.17  -0.08
89 O 2.54 -4.29 2.58  -0.24
90 C 2.61 -4.45 3.99  -0.27
91 C 2.74 -3.15 4.76  -0.07
92 H 1.53 -2.30 0.78  0.06
93 H 1.46 -0.53 0.73  0.07
94 H 1.41 -1.40 2.28  0.07
95 H 3.81 -1.35 0.37  0.11
96 H 3.67 -0.38 1.83  0.12
97 H 5.53 -5.97 1.15  0.10
98 H 5.76 -6.50 2.81  0.11
99 H 7.22 -4.07 1.65  0.07
100 H 7.91 -5.70 1.69  0.07
101 H 7.51 -4.85 3.19  0.07
102 H 3.37 -5.16 4.29  0.11
103 H 1.65 -4.91 4.28  0.12
104 H 3.75 -2.73 4.67  0.07
105 H 2.55 -3.31 5.82  0.08
106 H 2.04 -2.40 4.39  0.08

The value obtained for the strongest force on any atom is 8.56 eV/A. The SMILES is C=C[C@@]1(CCCI)[NH2+][C@@](C(=O)[O-])(C(F)(F)F)[C@](S)(B(O)O)O[C@@H]1S(=O)(=O)C(F)(F)C(F)(F)C(F)(F)C(F)(F)F.CCOP(=O)(OCC)OCC.CCOP(=O)(OCC)OCC. As for the HOMO energy: -8.91 eV.



> Look up the strongest force on any atom of the second one.

0.29 eV/A